[1]
13
Properties=species:S:1:pos:R:3:forces:R:3 method="wB97M-V/def2-TZVPD" relative_energy_ev=2.744 homo_ev="-8.71 / -8.68" lumo_energy_ha="-0.0916 / -0.0890" orbital_gap_ha="0.2286 / 0.2301"
S 1.076488 0.489499 0.684877 -0.222 0.029 -0.023
S -3.983614 0.596889 0.445489 0.427 -0.110 0.063
S -1.006310 -0.756376 -1.588816 0.311 -0.148 -0.076
P -0.827098 -0.414562 0.487474 -0.148 -0.064 0.009
C -0.325399 -2.099442 1.053101 -0.072 0.279 -0.048
C 0.663997 2.138969 0.033606 -0.053 -0.409 0.049
H 0.428749 2.062474 -1.026433 -0.015 0.048 0.028
H -1.071943 -2.811881 0.702026 0.030 0.053 0.028
H -0.175825 2.546367 0.588258 -0.019 0.136 -0.011
H -2.162239 -0.104129 -1.654616 -0.309 0.164 -0.074
H 0.652636 -2.355538 0.645032 -0.038 -0.094 0.025
H 1.545710 2.753383 0.172806 0.057 0.119 0.018
H -0.292924 -2.116564 2.141545 0.051 -0.002 0.011


[2]
19
Properties=species:S:1:pos:R:3:forces:R:3 method="wB97M-V/def2-TZVPD" relative_energy_ev=3.529 homo_ev=-11.66 lumo_energy_ha=-0.1340 total_charge=+1 orbital_gap_ha=0.2943
Cl -2.542444 1.438140 -4.021189 0.169 -0.276 -0.718
N 2.952665 -0.588119 2.945994 -0.440 0.846 -1.727
N 0.598656 -1.053047 1.801778 -0.054 1.004 0.671
C -1.393365 1.586546 -1.657934 1.019 -2.335 -0.428
C -0.006969 -0.110764 -0.456343 -0.633 1.986 0.189
C -0.501561 1.281883 -0.689638 -1.373 -0.287 -0.256
C -1.999342 0.598571 -2.609335 0.126 2.051 0.801
C 0.201578 -0.617282 0.705993 0.566 -0.571 1.286
C -2.298311 -0.661516 -2.380762 0.635 -0.183 0.801
H -2.559402 -1.294628 -3.183042 -0.797 -0.621 -0.551
H -0.064245 -1.268892 2.546882 -0.537 -0.631 -0.727
H 3.447034 0.302318 3.007977 -0.719 0.508 -0.336
H 0.124317 -0.690689 -1.322446 -0.032 -0.989 -0.941
H -0.399095 2.090996 0.015598 0.993 -0.070 0.273
H 3.371696 -1.032763 2.067991 -0.089 -0.533 2.490
H 2.900230 -0.857847 3.920287 1.009 -1.672 -0.091
H -1.506976 2.596780 -1.946761 -0.642 1.023 0.302
H 1.864196 -0.663203 2.630209 0.669 0.868 -0.737
H -2.188661 -1.056483 -1.375258 0.131 -0.120 -0.300


[3]
134
Properties=species:S:1:pos:R:3:forces:R:3 method="wB97M-V/def2-TZVPD" spin_multiplicity=2 homo_ev="-11.04 / -11.04" lumo_energy_ha="-0.0865 / -0.3078" total_charge=+1 orbital_gap_ha="0.3191 / 0.0978"
O 2.012865 -5.995545 -2.451501 1.918 -0.932 0.964
O 2.405915 -0.906375 2.355419 1.000 0.579 -2.208
O -4.497705 -2.324865 -3.217801 0.204 -1.469 -0.902
O 1.831545 -4.006735 3.128009 0.153 -0.040 -0.732
O 5.430795 0.266125 -1.133721 0.117 0.078 0.683
O 0.549485 1.209525 -1.567771 0.625 -0.191 0.457
O 1.397045 3.074125 -4.869311 0.088 0.573 -0.152
O -5.733695 -2.947225 -0.700391 0.190 0.998 -2.047
O 1.155585 0.031435 -4.416051 -0.346 0.981 0.652
O -2.995355 -1.286895 -5.428511 0.139 -0.177 -0.557
O 0.321385 -1.967395 -0.053601 -0.249 2.030 0.266
O -2.733655 1.426625 3.560899 -0.497 -0.511 1.273
O -1.825065 -5.449085 -1.128781 -0.442 -0.415 -0.860
O -3.054135 -2.715865 -0.010531 0.197 -0.585 0.555
O 3.277395 1.763665 -3.549661 0.864 -1.142 0.646
O 0.065835 -4.566765 0.898839 -0.639 -0.175 -0.816
O 4.565705 -2.708465 0.904519 1.185 0.335 -1.425
O 4.502405 2.804905 -0.508811 0.421 0.487 1.407
O 4.615345 5.538465 0.852309 0.808 0.488 1.078
O -0.009065 3.090425 2.550659 -0.040 0.361 -0.097
O 2.753095 5.050665 -3.027911 1.990 -0.425 0.067
O 3.758535 -2.802975 -2.700011 0.194 1.773 0.072
N -5.415555 2.732745 3.913819 0.607 0.290 0.568
N -2.570475 3.701565 1.633139 3.695 1.277 2.270
C -5.440635 -3.116185 0.623539 1.837 -0.069 2.181
C 3.438605 0.350655 -3.696551 -0.618 -0.204 -0.171
C -6.377645 0.653705 4.691839 0.247 -1.514 -0.182
C 0.650405 0.472145 -0.370811 -1.643 -0.314 1.395
C -5.038565 1.386555 4.486489 -1.271 1.671 -1.139
C -0.176595 -5.933185 0.574939 -2.231 -0.020 0.908
C 4.743475 -0.405585 -0.100781 1.056 -2.965 -1.259
C 5.388815 -1.845865 0.012529 -0.739 0.679 1.459
C 2.501045 -2.912055 3.844649 -3.072 -1.463 -1.473
C 0.716635 4.021155 -4.053221 0.171 0.826 0.093
C 1.920705 -1.534905 3.447529 1.174 -1.147 2.606
C -3.860525 -1.080315 -3.246861 0.438 -0.629 1.133
C 3.737605 -4.180645 -2.516271 -0.285 -0.651 -0.864
C -1.773895 0.643755 2.883809 1.091 1.056 -0.047
C -2.592845 -1.177595 -4.074091 -1.159 0.512 -1.035
C 3.682465 3.314995 0.570999 -0.545 -0.560 -0.719
C 1.586715 5.287075 -3.696511 -2.553 -0.996 -0.313
C -4.051575 -2.407635 0.962419 -0.976 0.487 -2.154
C -4.019215 0.815185 3.494949 -0.752 -0.982 -0.058
C 0.928145 2.733715 3.608819 0.412 0.531 -0.991
C -0.550895 4.402325 2.670809 -0.237 -1.724 1.567
C -1.478655 4.714015 1.490519 -0.866 -1.071 -1.610
C 2.289225 -4.571385 -2.355001 -3.031 -2.091 -0.704
C -2.002145 6.134895 1.615689 -0.246 -1.226 -0.913
C 3.486055 4.798855 0.500729 0.074 0.679 -1.266
C 2.515165 -0.264805 -4.758891 0.144 -0.075 -0.349
C -0.394065 -0.716255 -0.403861 2.121 -1.189 -0.646
C -1.645955 -6.101395 0.117969 0.766 0.790 -0.941
H 4.103445 3.084885 1.549739 0.532 -0.344 -0.272
H 5.614665 -2.353715 -0.925111 -1.012 0.066 -0.140
H -2.732005 3.768005 2.627919 -2.347 -0.151 0.648
H -4.546835 -0.298345 -3.571831 0.335 0.254 -0.149
H -0.963355 4.331955 0.609269 0.258 1.117 -0.465
H 1.624615 1.966615 3.270289 -0.384 -0.172 -0.557
H 4.492395 0.132635 -3.870021 -0.091 -0.037 -0.377
H 2.509445 2.086825 -4.026531 -0.366 0.287 -0.301
H 3.227055 -0.196845 -2.778081 -0.153 0.276 0.547
H -7.148225 1.208135 5.227479 0.474 0.493 0.120
H -6.170805 -2.599615 1.246519 -0.221 -0.456 0.384
H -1.119955 6.759155 1.757579 -0.672 0.523 -0.012
H 0.502065 -0.414835 -4.959531 0.402 -0.220 -0.202
H -1.194595 4.424605 3.550149 -0.019 0.177 0.589
H 1.726685 -4.179605 -1.507561 0.874 0.245 0.821
H 6.393775 -1.695465 0.406909 0.017 -0.050 0.644
H -2.418735 -5.770655 0.811889 0.359 0.425 0.522
H -2.594085 6.299435 0.715329 0.506 0.667 -0.226
H -1.881495 -7.153405 -0.042921 0.342 -0.113 -0.224
H -4.243015 -1.351455 0.772869 -0.277 0.471 0.586
H 5.222665 1.177565 -0.915611 0.254 0.726 -0.437
H 2.773425 0.140385 -5.737261 -0.127 0.146 -0.178
H 3.426465 5.479735 -3.560891 0.522 -0.310 0.308
H 1.601955 -4.656445 3.796409 0.054 -0.163 -0.221
H -2.095095 2.811005 1.601409 -0.603 -1.348 -1.175
H 4.105445 2.993975 -1.362201 -0.488 0.133 -0.323
H -2.778185 6.136145 2.381109 0.516 0.408 0.583
H -0.248385 -6.540465 1.477249 1.156 -0.254 0.227
H -4.319715 0.886525 2.449619 -0.737 0.297 -0.043
H -4.987185 3.500385 4.411129 0.431 0.016 0.150
H 2.881275 -2.440305 -2.556901 -0.027 0.053 0.182
H 1.169675 0.707425 -2.101491 0.004 0.434 -1.180
H 1.936425 -1.295275 1.613839 -0.058 -0.047 -0.828
H 0.700145 -4.444255 1.608939 0.459 -0.113 0.214
H 5.411365 5.132635 0.501229 0.020 -0.153 -0.202
H -6.892115 0.280695 3.806239 0.338 0.248 -0.454
H -2.186005 -1.442935 -5.920661 -0.180 -0.085 -0.418
H 3.568625 -3.048745 3.672379 0.038 0.462 0.573
H 0.456665 2.331485 4.505489 -0.263 0.614 0.095
H 1.016875 5.890475 -2.989901 -0.855 0.185 -0.391
H 4.147245 -4.565575 -3.450151 -0.160 -0.666 0.028
H -2.064725 -0.226395 -4.007681 0.391 0.018 0.680
H 3.725745 -0.572275 -0.453701 -0.521 0.190 0.605
H 0.834665 -1.448505 3.413719 -0.154 -0.575 0.803
H -1.323545 -0.562385 0.144319 0.230 -0.036 0.427
H 0.454615 1.125225 0.479629 -0.662 0.425 0.013
H 2.666455 5.184065 1.107349 -0.093 -0.338 0.310
H -1.888245 -0.440105 2.900239 -0.587 0.105 -0.181
H 0.470295 -6.307845 -0.218331 0.245 -0.069 0.292
H -0.122965 4.429485 -4.615751 -0.202 0.152 -0.105
H 4.431325 -4.470535 -1.727081 -0.424 -0.114 0.405
H -0.794135 0.850635 3.314369 -0.109 -0.062 0.229
H 3.279325 5.113345 -0.522231 -0.627 -0.435 -0.346
H -3.629675 -2.530375 1.959929 -0.396 -0.449 -0.026
H 0.174615 5.201005 2.825289 0.309 0.076 -0.538
H -6.397075 2.944295 4.023189 -0.236 -0.392 -0.052
H -5.307405 -4.181275 0.813099 -0.366 -0.108 0.555
H 2.552805 -1.352325 -4.821961 0.796 -0.038 0.186
H -5.372585 -2.393505 -2.828611 0.261 0.779 0.177
H -4.607235 1.415725 5.487089 0.393 0.461 -0.077
H 1.707125 5.841475 -4.627231 0.205 0.070 -0.012
H -1.557195 -4.527315 -1.114761 -0.003 0.008 0.581
H 2.412205 -1.064785 4.299309 -0.770 1.182 0.365
H -6.213175 -0.242535 5.289999 0.078 -0.099 0.094
H -3.987885 -0.261225 3.663629 0.625 -0.274 0.322
H 4.858565 0.042585 0.886139 -0.386 0.346 -0.048
H -6.555965 -3.348485 -0.991021 -0.022 -0.245 0.484
H -3.534695 -2.924495 -0.814971 -0.116 -0.113 -0.535
H 1.559925 3.615585 3.714899 -0.045 0.021 0.856
H -0.668425 -0.834115 -1.452161 -0.171 0.267 -0.109
H -1.698685 1.095165 1.894529 0.077 -0.988 -0.682
H -3.488785 -0.926185 -2.233861 -0.126 0.822 0.393
H 2.729825 2.789585 0.503759 -0.351 0.094 0.125
H 1.112775 -6.266915 -2.645941 -0.133 0.815 -0.008
H 0.280585 3.479255 -3.213991 0.312 0.266 0.546
H -0.263525 -2.728525 -0.065751 -0.290 -0.268 0.278
H 2.022435 -3.147695 4.795179 1.381 0.935 0.941
H 1.601295 -4.305015 -3.157441 0.898 1.576 -0.794
H 0.764765 2.371495 -5.037041 -0.014 -0.330 -0.132
H 4.052965 -2.178415 1.519129 0.120 0.500 -0.098
H 1.670195 0.208765 -0.090141 0.157 -0.799 -0.708
H -1.969245 -2.042535 -3.848031 -0.018 0.057 0.674


[4]
9
Properties=species:S:1:pos:R:3:forces:R:3 method="wB97M-V/def2-TZVPD" relative_energy_ev=4.879 homo_ev=-9.79 lumo_energy_ha=-0.0776 orbital_gap_ha=0.2823
S 1.452209 -0.478880 -0.555739 -2.327 1.210 0.710
O -1.159108 -1.412892 -1.349568 0.894 -1.143 -3.026
O 2.830568 -0.085810 -0.658340 1.145 0.455 0.156
N 0.689348 2.417606 1.608472 -0.113 -0.280 -0.869
N 0.588523 1.589706 0.845335 1.081 3.157 3.021
C 0.379150 0.575964 0.168745 1.020 -4.146 -2.868
C -1.463056 -0.964420 -0.308545 -1.791 0.482 1.971
H -1.234376 -1.654443 0.581810 -0.613 1.567 -0.122
H -2.083259 0.013168 -0.332170 0.704 -1.302 1.027


no.,total energy (Eh)
1,-1616.23427
2,-803.96312
3,-2880.11829
4,-735.40797